Version one
The following is a DFT calculation (the ωB97M-V functional and the def2-TZVPD basis) of a structure of composition C5H7FO.

Element x y z (Å)
1 C 1.4938 -1.8027 -0.7422
2 C 1.2302 -0.4244 -0.1739
3 C -0.3313 -0.3150 0.2651
4 C 0.6557 -1.1601 0.8673
5 C -0.6472 1.0727 0.7628
6 O 0.9118 -2.3933 0.4713
7 F 2.5768 2.0834 0.2512
8 H 0.9321 -2.0701 -1.5953
9 H 2.6492 -1.8429 -0.9414
10 H 1.6875 0.5663 -0.2052
11 H -1.1049 -0.8770 -0.2019
12 H -0.2239 1.3572 1.7257
13 H -1.7192 0.9992 1.1713
14 H -0.4066 1.6900 -0.0994

Values from the calculation:
Gap between HOMO and LUMO (spin up / spin down) in Ha: 0.2108 / 0.2108
Highest occupied orbital energy (spin up / spin down) in eV: -8.31 / -8.31
Charge: 0

Atom charges from the Löwdin analysis, given in e for atoms 1 to 2: C -0.0224; C -0.0185

=====

Version two
The following is a DFT calculation (the ωB97M-V functional and the def2-TZVPD basis) of the molecule C5H7FO.

Element x y z (Å)
1 C 0.7228 0.8365 1.0503
2 C -0.5221 1.2152 1.0455
3 C -1.4267 0.3135 0.1535
4 C 0.4068 -1.1039 0.0815
5 C 0.8411 -0.7833 -1.3067
6 O -0.9679 -0.9978 0.3575
7 F -1.0862 2.2000 1.7282
8 H 1.5991 1.2820 1.6045
9 H -2.4721 0.2623 0.4468
10 H -1.1840 0.5567 -0.9055
11 H 1.0372 -1.7231 0.7113
12 H -0.0380 -0.8902 -2.0500
13 H 1.7065 -1.3931 -1.6432
14 H 1.3835 0.2251 -1.2737

Values from the calculation:
Gap between HOMO and LUMO in Ha: 0.3560
Highest occupied orbital energy in eV: -8.99
Charge: 0

Atom charges from the Löwdin analysis, given in e for atoms 1 to 2: C 0.0945; C -0.3729

=====

Least stable structure: version one

=====

Version one
The following is a DFT calculation (the ωB97M-V functional and the def2-TZVPD basis) of a cluster of 2 separate species, CHClF2OS2 in total.

Element x y z (Å)
1 C 0.7011 -0.5448 0.2771
2 O -0.5340 0.7710 -1.8431
3 F 0.7277 -0.3136 1.5903
4 F 0.4872 -1.8056 -0.0503
5 S -0.6817 2.1278 0.5903
6 S -0.6651 0.5504 -0.4414
7 Cl -2.1054 -0.8072 -0.2064
8 H 2.0702 0.0220 0.0835

Values from the calculation:
Gap between HOMO and LUMO in Ha: 0.3456
Highest occupied orbital energy in eV: -10.10
Charge: 0

Atom charges from the Löwdin analysis, given in e for atoms 1 to 2: C -0.5866; O -0.4413

=====

Version two
The following is a DFT calculation (the ωB97M-V functional and the def2-TZVPD basis) of a cluster of 2 separate species, CHClF2OS2 in total.

Element x y z (Å)
1 C 1.4359 0.4195 -0.1895
2 O -1.8772 -2.0882 0.6869
3 F 0.8432 0.3691 -1.3315
4 F 2.7137 0.3568 -0.3384
5 S -2.3358 0.7135 0.0873
6 S -2.8690 -1.0848 0.1544
7 Cl 0.9907 1.8206 0.6392
8 H 1.0986 -0.5065 0.2915

Values from the calculation:
Gap between HOMO and LUMO (spin up / spin down) in Ha: 0.3055 / 0.3054
Highest occupied orbital energy (spin up / spin down) in eV: -10.43 / -10.43
Charge: 0

Atom charges from the Löwdin analysis, given in e for atoms 1 to 2: C -1.0134; O -0.5985

=====

Least stable structure: version one

=====

Version one
The following is a DFT calculation (the ωB97M-V functional and the def2-TZVPD basis) of a cluster of 3 separate species, C19H21N4O2 in total.

Element x y z (Å)
1 C 2.1776 -0.2024 1.4793
2 C 3.1314 0.8781 1.0133
3 N 3.7150 0.8752 -0.1089
4 C 3.4201 2.0020 1.9768
5 O 2.4216 3.0599 1.9426
6 C 1.6710 3.1636 0.8281
7 O 1.9667 3.7795 -0.1491
8 C 0.3255 2.4868 0.9050
9 C -0.3411 2.2894 2.1109
10 C -1.5555 1.6465 2.0997
11 N -2.0706 1.2164 0.9392
12 C -1.4607 1.4047 -0.2422
13 C -0.2488 2.0498 -0.2858
14 H 1.5806 0.1318 2.3267
15 H 2.7602 -1.0602 1.8114
16 H 1.5092 -0.4978 0.6729
17 H 3.4031 0.0499 -0.6317
18 H 4.4036 2.4191 1.7845
19 H 3.4080 1.6029 2.9891
20 H 0.0960 2.6357 3.0347
21 H -2.1051 1.4510 3.0069
22 H -2.9472 0.7018 0.9484
23 H -1.9601 1.0257 -1.1200
24 H 0.2461 2.1957 -1.2332
25 N -3.3334 -1.8183 0.4109
26 C -4.5997 -1.8678 0.8323
27 C -5.0184 -2.6219 1.9175
28 C -4.0758 -3.3705 2.6036
29 C -2.7574 -3.3355 2.1764
30 C -2.4391 -2.5478 1.0820
31 H -5.3115 -1.2790 0.2638
32 H -6.0584 -2.6241 2.2116
33 H -4.3642 -3.9752 3.4530
34 H -1.9910 -3.9105 2.6768
35 H -1.4192 -2.5011 0.7147
36 N 2.8332 -0.5272 -2.9978
37 C 2.0752 0.5582 -3.1492
38 C 1.0110 0.6359 -4.0344
39 C 0.7159 -0.4750 -4.8112
40 C 1.4959 -1.6099 -4.6671
41 C 2.5373 -1.5853 -3.7500
42 H 2.3439 1.4081 -2.5266
43 H 0.4339 1.5477 -4.1197
44 H -0.1024 -0.4536 -5.5189
45 H 1.3073 -2.4977 -5.2542
46 H 3.1705 -2.4542 -3.6119

Values from the calculation:
Gap between HOMO and LUMO in Ha: 0.2686
Highest occupied orbital energy in eV: -12.10
Charge: +1

Atom charges from the Löwdin analysis, given in e for atoms 1 to 2: C -0.0248; C -0.4118

=====

Version two
The following is a DFT calculation (the ωB97M-V functional and the def2-TZVPD basis) of the ion C19H21N4O2 with charge +1.

Element x y z (Å)
1 O 4.3837 0.0566 1.2450
2 C 3.7362 0.8081 0.3169
3 C 4.3665 1.4965 -0.7110
4 C 3.6147 2.2434 -1.6010
5 C 2.2361 2.3145 -1.4802
6 C 1.5919 1.6336 -0.4606
7 C 2.3481 0.8933 0.4280
8 N 1.7260 0.1250 1.5151
9 C 0.7046 -0.8083 0.9904
10 N -0.5204 -0.3243 1.0555
11 C -1.4831 -1.0765 0.5160
12 N -2.7294 -0.6093 0.5459
13 C -3.0865 0.7135 0.9958
14 C -3.0815 1.7459 -0.1479
15 C -3.8233 3.0352 0.2357
16 C -2.9883 4.1143 -0.4484
17 C -1.5888 3.5205 -0.3277
18 O -1.7495 2.1165 -0.4838
19 C -1.1624 -2.3669 -0.0412
20 C -2.0943 -3.2553 -0.5987
21 C -1.6859 -4.4695 -1.0937
22 C -0.3384 -4.8402 -1.0521
23 C 0.5985 -3.9945 -0.5147
24 C 0.2034 -2.7514 -0.0035
25 N 1.1509 -1.9213 0.5230
26 H 5.3303 0.0255 1.0609
27 H 5.4403 1.4426 -0.8120
28 H 4.1132 2.7725 -2.3975
29 H 1.6601 2.8941 -2.1824
30 H 0.5168 1.6642 -0.3631
31 H 2.4965 -0.4022 1.9558
32 H 1.2627 0.7466 2.1880
33 H -3.4401 -1.1298 0.0554
34 H -4.0855 0.6673 1.4339
35 H -2.3615 1.0179 1.7516
36 H -3.5294 1.2870 -1.0413
37 H -4.8583 3.0236 -0.0944
38 H -3.7985 3.1695 1.3181
39 H -3.0712 5.0862 0.0297
40 H -3.2686 4.2056 -1.4976
41 H -0.8990 3.8675 -1.0985
42 H -1.1596 3.7378 0.6611
43 H -3.1425 -2.9977 -0.6382
44 H -2.4107 -5.1465 -1.5182
45 H -0.0391 -5.7990 -1.4458
46 H 1.6431 -4.2557 -0.4689

Values from the calculation:
Gap between HOMO and LUMO in Ha: 0.3239
Structure (SMILES): Oc1ccccc1[NH2+]c1nc(NC[C@H]2CCCO2)c2ccccc2n1
Highest occupied orbital energy in eV: -11.45
Charge: +1

Atom charges from the Löwdin analysis, given in e for atoms 1 to 2: O 0.0741; C -0.2493

=====

Least stable structure: version one

=====

Version one
The following is a DFT calculation (the ωB97M-V functional and the def2-TZVPD basis) of a cluster of 2 separate species, C5H12NS in total.

Element x y z (Å)
1 C 2.1077 -1.1838 0.0289
2 C 2.3750 0.2369 -0.4566
3 C -1.6608 0.2901 -0.0994
4 C -2.8752 1.1192 0.2888
5 C -1.8626 -1.1611 -0.3523
6 N 2.7553 1.1805 0.4045
7 S -0.1972 1.0313 -0.1777
8 H 2.0699 -1.8429 -0.8228
9 H 1.4154 -1.2882 0.8004
10 H 2.3857 0.5677 -1.4622
11 H -2.7242 2.1583 0.5053
12 H -3.2782 0.6640 1.2185
13 H -3.5434 1.0736 -0.5678
14 H -2.3767 -1.6092 0.5803
15 H -0.9212 -1.6297 -0.5438
16 H -2.6414 -1.2836 -1.0569
17 H 2.6920 1.0906 1.3666
18 H 3.1063 1.9547 -0.1402
19 H 3.1735 -1.3683 0.4863

Values from the calculation:
Gap between HOMO and LUMO (spin up / spin down) in Ha: 0.1815 / 0.2757
Highest occupied orbital energy (spin up / spin down) in eV: -9.90 / -13.94
Spin multiplicity: 3
Charge: +1

Atom charges from the Löwdin analysis, given in e for atoms 1 to 2: C -0.0332; C -0.1924

=====

Version two
The following is a DFT calculation (the ωB97M-V functional and the def2-TZVPD basis) of the ion C5H12NS with charge +1.

Element x y z (Å)
1 C 0.5519 0.7804 1.2248
2 C 1.6451 0.9718 0.2230
3 C -0.3807 0.4159 0.0976
4 C -1.2196 1.3922 -0.6414
5 C -0.9340 -1.9821 0.4087
6 N -0.3106 -0.9327 -0.4309
7 S 2.6103 -0.3926 -0.2635
8 H 0.7389 0.0104 1.9669
9 H 0.2625 1.7052 1.7144
10 H 1.7739 1.9127 -0.2733
11 H -1.4220 2.2533 -0.0126
12 H -2.1784 0.9346 -0.8850
13 H -0.7833 1.7493 -1.5779
14 H -2.0123 -1.8339 0.4512
15 H -0.7192 -2.9634 -0.0089
16 H -0.5290 -1.9300 1.4145
17 H -0.7567 -0.9538 -1.3557
18 H 0.7254 -1.1767 -0.5633
19 H 2.9377 0.0394 -1.4885

Values from the calculation:
Gap between HOMO and LUMO (spin up / spin down) in Ha: 0.2640 / 0.3469
Highest occupied orbital energy (spin up / spin down) in eV: -10.15 / -14.64
Spin multiplicity: 3
Charge: +1

Atom charges from the Löwdin analysis, given in e for atoms 1 to 2: C -0.1448; C -0.4844

=====

Least stable structure: version two